# 1
Here is a structure of composition C35H36AsN4O5SSc from OMol25. Energies are from ωB97M-V/def2-TZVPD.

Computed properties:
* multiplicity: 1
* ΔE to the lowest compared entry with this formula, charge and spin: 54.6 kcal per mole
* orbital gap: 6.46 eV
* highest occupied orbital energy: -6.914 eV
* charge: 0

The geometry in XYZ format:
```
83
C35H36AsN4O5SSc | OMol25 | ωB97M-V/def2-TZVPD
Sc -0.0791 -1.2624 -0.5459
O -0.5792 -3.2579 -0.2698
C -1.8512 -3.2608 -0.1232
C -2.7537 -4.2390 -0.3541
C -4.1667 -4.1686 -0.0925
C -4.9698 -3.0852 -0.0223
C -4.5444 -1.7237 -0.2494
C -3.3017 -1.2716 -0.1078
C -2.7799 0.0748 -0.2905
N -3.3339 1.2077 -0.2530
C -2.3912 2.3200 -0.1875
C -0.9431 2.1341 -0.6978
N -0.0639 1.1879 0.0145
C 0.7910 1.6959 0.8127
C 1.7190 0.9830 1.6726
C 2.6800 1.7262 2.3677
C 3.5564 1.1276 3.2461
C 3.4577 -0.2486 3.4620
C 2.5091 -1.0040 2.8052
C 1.6282 -0.4129 1.8825
O 0.7282 -1.1332 1.2683
H -2.3411 -5.1712 -0.7135
H -4.6564 -5.1321 0.0109
H -6.0298 -3.2446 0.1296
H -5.2728 -0.9935 -0.5848
H -1.6965 0.1023 -0.3083
H -2.8067 3.1493 -0.7647
H -2.3688 2.6496 0.8585
H -0.9803 1.8070 -1.7350
H -0.4931 3.1334 -0.6744
H 0.8460 2.7886 0.8953
H 2.7248 2.7981 2.2056
H 4.2979 1.7134 3.7715
H 4.1290 -0.7305 4.1622
H 2.4134 -2.0677 2.9859
C -5.0040 2.1320 -6.2307
C -3.9200 1.3683 -5.5205
C -2.8600 2.0401 -4.9204
C -1.8474 1.3450 -4.2756
C -1.8965 -0.0362 -4.2305
C -2.9382 -0.7307 -4.8319
C -3.9435 -0.0246 -5.4680
S -0.6435 -0.9926 -3.4337
O -1.3460 -1.7396 -2.3689
O 0.0034 -1.7834 -4.4414
N 0.2929 -0.0414 -2.5973
C 1.6368 0.0932 -2.9771
C 2.0953 0.9036 -3.9803
C 3.4733 0.9776 -4.2785
C 4.3855 0.2451 -3.5764
C 3.9502 -0.6044 -2.5313
C 4.8189 -1.4160 -1.7701
C 4.3130 -2.2180 -0.7875
C 2.9314 -2.2010 -0.5416
N 2.0905 -1.4586 -1.2299
C 2.5765 -0.6685 -2.2309
H -5.2970 3.0166 -5.6653
H -5.8876 1.5137 -6.3819
H -4.6581 2.4664 -7.2108
H -2.8252 3.1227 -4.9546
H -1.0169 1.8707 -3.8230
H -2.9617 -1.8120 -4.7887
H -4.7632 -0.5624 -5.9283
H 1.3824 1.4789 -4.5576
H 3.8026 1.6236 -5.0817
H 5.4417 0.2967 -3.8082
H 5.8818 -1.3942 -1.9788
H 4.9506 -2.8524 -0.1889
H 2.5016 -2.8001 0.2526
C -1.5315 -1.5331 3.9485
As -1.9128 0.1531 3.0354
C -1.4788 1.3769 4.5137
C -3.8616 0.1555 3.2700
O -2.2449 -2.0191 0.4523
H -1.9657 -1.5575 4.9485
H -0.4515 -1.6648 4.0132
H -1.9392 -2.3473 3.3496
H -1.9690 1.0793 5.4415
H -1.7985 2.3857 4.2502
H -0.3985 1.3862 4.6646
H -4.1428 0.1227 4.3231
H -4.2728 -0.7154 2.7582
H -4.2812 1.0484 2.8063
```

Mulliken atomic charge list, values in e, 8 entries: Sc -0.565; O -0.589; C 0.535; C -1.410; C -0.304; C -0.931; C 0.190; C -0.102

# 2
Here is a structure of composition C35H36BF3FeO3 in a non-equilibrium geometry from OMol25. Energies are from ωB97M-V/def2-TZVPD.

Computed properties:
* multiplicity: 5
* ΔE to the lowest compared entry with this formula, charge and spin: 0.0 kcal per mole
* ⟨S²⟩: 6.09
* orbital gap (spin up / spin down): 5.52 / 5.27 eV
* highest occupied orbital energy (spin up / spin down): -5.193 / -8.446 eV
* charge: 0

The geometry in XYZ format:
```
79
C35H36BF3FeO3 | OMol25 | ωB97M-V/def2-TZVPD
C -2.7519 6.5482 0.0575
C -2.3419 5.4809 0.9465
C -2.3607 5.3301 2.3075
C -1.8399 4.0185 2.5685
C -1.5331 3.4525 1.3600
B -1.0807 1.9701 0.9450
C 0.5610 2.2232 0.8922
C 1.3083 2.1140 2.0585
C 2.7018 2.2723 2.0292
C 3.3224 2.5173 0.8103
C 4.8301 2.5481 0.7593
F 5.3085 2.5043 -0.5206
F 5.3371 3.6709 1.3472
F 5.3662 1.4718 1.4177
C 2.5802 2.6966 -0.3503
C 1.1871 2.5232 -0.3067
O -1.4523 1.0924 2.0209
C -2.0944 0.0033 1.3779
C -1.0654 -1.0664 1.0808
C -3.1198 -0.6077 2.3182
C -2.6780 0.6735 0.0235
C -2.9200 -0.2380 -1.1617
C -3.9903 1.4049 0.2957
O -1.6536 1.6017 -0.3239
O -1.8371 4.3472 0.3759
H -3.1121 7.3949 0.6459
H -1.9249 6.8941 -0.5689
H -3.5653 6.2232 -0.5984
H -2.7123 6.0482 3.0399
H -1.7141 3.5694 3.5464
H 0.8224 1.8988 3.0114
H 3.2853 2.1787 2.9411
H 3.0722 2.9316 -1.2892
H 0.6099 2.6311 -1.2252
H -1.5817 -1.9680 0.7500
H -0.3442 -0.7696 0.3065
H -0.5079 -1.3213 1.9941
H -3.5219 -1.5365 1.8932
H -2.6309 -0.8499 3.2701
H -3.9443 0.0832 2.5097
H -3.6774 -0.9930 -0.9196
H -3.3085 0.3569 -1.9990
H -2.0113 -0.7378 -1.5091
H -4.8267 0.6899 0.3247
H -3.9677 1.9548 1.2457
H -4.1860 2.1153 -0.5182
C 4.9111 -2.6092 -1.2007
C 3.9036 -2.9293 -0.1997
C 3.1287 -1.7258 0.0572
C 3.6383 -0.6776 -0.8005
C 4.7455 -1.2148 -1.5700
Fe 3.0880 -2.2512 -1.8691
C 2.2427 -1.7868 -3.6074
C 2.8658 -3.0962 -3.6627
C 2.3167 -3.9033 -2.6021
C 1.3189 -3.1052 -1.8599
C 0.6717 -3.4710 -0.6215
C -0.6936 -3.7718 -0.4827
C -1.1450 -4.3235 0.7549
C -2.4989 -4.4336 1.0127
C -3.4345 -4.0411 0.0442
C -3.0021 -3.5646 -1.2018
C -1.6501 -3.4465 -1.4878
C 1.2897 -1.7812 -2.5203
H 5.7003 -3.2714 -1.5462
H 3.8105 -3.8810 0.3223
H 2.3617 -1.5850 0.8186
H 3.3116 0.3562 -0.7898
H 5.3953 -0.6319 -2.2178
H 2.4176 -0.9696 -4.3036
H 3.5794 -3.4294 -4.4150
H 2.5037 -4.9597 -2.4134
H 1.3308 -3.8312 0.1848
H -0.3908 -4.6253 1.4862
H -2.8340 -4.8600 1.9566
H -4.4975 -4.1239 0.2474
H -3.7321 -3.3069 -1.9655
H -1.2937 -3.1159 -2.4685
H 0.6049 -0.9791 -2.2587
```

Mulliken atomic charge list, values in e, 8 entries: C -1.252; C 0.568; C -0.865; C -0.908; C 0.717; B 1.741; C 0.213; C -0.709

# 3
Here is a structure of composition C35H36BN9OPS4Tc from OMol25. Energies are from ωB97M-V/def2-TZVPD.

Computed properties:
* multiplicity: 3
* ⟨S²⟩: 2.05
* orbital gap (spin up / spin down): 4.94 / 5.62 eV
* highest occupied orbital energy (spin up / spin down): -12.622 / -13.349 eV
* charge: +2

The geometry in XYZ format:
```
88
C35H36BN9OPS4Tc | OMol25 | ωB97M-V/def2-TZVPD
Tc -0.2016 0.2227 -0.4064
C -3.7092 0.4926 -2.1614
C -3.2518 1.4566 -1.1358
C -4.0203 2.5442 -0.7382
C -3.2837 3.1863 0.2190
N -2.1508 2.5015 0.4143
N -2.0913 1.4306 -0.4336
B -0.9307 2.9902 1.2143
N -0.4333 1.8558 2.1503
C -0.2270 1.9216 3.4707
C 0.3741 0.7542 3.8818
C 0.5421 -0.0042 2.7305
C 1.2459 -1.3130 2.6592
N 0.0454 0.6737 1.6731
N 0.1665 3.2423 0.1440
C 0.7798 4.3708 -0.2428
C 1.5429 4.1000 -1.3551
C 1.3582 2.7514 -1.6239
C 2.1137 1.9725 -2.6544
N 0.4831 2.2357 -0.7334
N -1.2947 4.1683 2.0682
C -2.3131 4.2000 2.9760
C -2.2400 5.3926 3.6341
C -1.1235 6.0570 3.0662
C -0.5871 7.4138 3.4097
N -0.5578 5.3174 2.1327
H -4.7989 0.4773 -2.1660
H -3.3545 -0.5080 -1.9472
H -3.3859 0.7998 -3.1544
H -4.9918 2.8164 -1.1198
H -3.4874 4.0900 0.7691
H -0.5047 2.7976 4.0350
H 0.6755 0.4874 4.8828
H 0.8339 -2.0072 3.3930
H 2.3043 -1.1725 2.8917
H 1.1701 -1.7641 1.6818
H 0.6397 5.2706 0.3360
H 2.1873 4.7823 -1.8882
H 3.1314 2.3585 -2.7066
H 1.6664 2.0859 -3.6418
H 2.1671 0.9113 -2.4215
H -2.9977 3.3699 3.0916
H -2.8901 5.7562 4.4159
H -1.1333 7.8385 4.2494
H -0.6796 8.0954 2.5640
H 0.4679 7.3594 3.6765
S -0.4415 0.2953 -2.9249
S -1.3052 -0.8568 -4.2638
S -2.5444 -2.1721 -3.7830
S -2.0667 -1.0691 0.3198
O 2.5063 1.4204 0.6166
N 2.0868 0.2134 0.0521
C 3.1384 -0.4934 -0.0786
C 3.2760 -1.8921 -0.4414
C 4.5885 -2.3651 -0.4908
C 4.8502 -3.7052 -0.6992
C 3.7902 -4.5896 -0.8455
C 2.4859 -4.1217 -0.8116
C 2.2126 -2.7690 -0.6036
P 0.4646 -2.2519 -0.7437
C 0.2440 -3.0227 -2.3926
C 1.0456 -2.5804 -3.4396
C 1.0263 -3.2266 -4.6720
C 0.2338 -4.3548 -4.8553
C -0.5408 -4.8237 -3.8097
C -0.5457 -4.1544 -2.5797
C -0.4479 -3.2713 0.3929
C -1.8844 -2.9471 0.3603
C -2.6834 -3.4842 1.4864
C -2.1175 -4.2566 2.4450
C -0.7383 -4.5719 2.4008
C 0.0813 -4.0442 1.3904
H 1.7110 1.7977 1.0204
H 4.0540 -0.0004 0.2331
H 5.4078 -1.6679 -0.3521
H 5.8720 -4.0608 -0.7388
H 3.9753 -5.6451 -1.0009
H 1.6730 -4.8206 -0.9640
H 1.7024 -1.7283 -3.3004
H 1.6578 -2.8696 -5.4767
H 0.2341 -4.8710 -5.8070
H -1.1409 -5.7164 -3.9330
H -1.1260 -4.5643 -1.7639
H -2.3645 -3.1962 -0.5930
H -3.7437 -3.2602 1.5040
H -2.7278 -4.6493 3.2490
H -0.3033 -5.2063 3.1620
H 1.1485 -4.2260 1.4316
```

Mulliken atomic charge list, values in e, 8 entries: Tc -0.389; C -1.323; C 0.672; C -1.626; C -0.157; N 0.315; N 0.869; B 0.238